C62H166N14O17 | ωB97M-V/def2-TZVPD

Last column: Löwdin spin population.
Cartesian coordinates (Å):
C -1.501 1.691 0.038  0.001
C -0.466 0.685 0.670  0.001
C 0.006 -0.497 -0.157  0.001
O 0.667 -1.439 0.656  0.003
C 1.202 -2.651 0.026  0.011
N 0.665 1.480 1.071  0.000
H -1.889 2.360 0.806  0.001
H -2.350 1.188 -0.425  0.000
H -1.106 2.366 -0.721  0.000
H -0.808 0.362 1.653  0.001
H 0.595 -0.271 -1.046  0.000
H -0.936 -0.955 -0.460  0.001
H 1.834 -2.358 -0.812  0.001
H 0.494 -3.396 -0.337  0.004
H 1.790 -3.258 0.715  0.011
H 0.502 2.041 1.895  0.000
H 1.386 0.850 1.392  0.000
C 0.545 -5.128 -2.752  0.006
C -0.478 -5.732 -1.785  0.036
C -1.917 -5.259 -2.065  0.024
O -1.940 -3.876 -2.134  0.003
C -3.113 -3.306 -2.629  0.010
N -0.390 -7.214 -1.946  0.015
H 1.542 -5.535 -2.581  0.001
H 0.642 -4.043 -2.719  0.001
H 0.367 -5.395 -3.794  0.002
H -0.197 -5.584 -0.742  0.033
H -2.548 -5.636 -1.260  0.008
H -2.283 -5.696 -2.994  0.005
H -3.959 -3.415 -1.951  0.002
H -3.386 -3.711 -3.603  0.006
H -2.979 -2.233 -2.768  0.001
H -1.035 -7.706 -1.344  0.037
H -0.566 -7.525 -2.891  0.006
C 0.581 -1.246 4.814  0.018
C 1.975 -1.669 4.305  0.003
C 2.045 -3.197 4.227  0.033
O 3.329 -3.704 3.773  0.009
C 3.315 -5.132 3.875  0.082
N 2.207 -1.132 3.009  0.001
H 0.476 -1.655 5.819  0.009
H -0.190 -1.707 4.197  0.006
H 0.575 -0.158 4.739  0.001
H 2.780 -1.279 4.927  0.001
H 1.285 -3.589 3.551  0.019
H 1.769 -3.690 5.159  0.012
H 4.194 -5.701 3.571  0.009
H 2.485 -5.516 3.281  0.051
H 3.085 -5.467 4.886  0.011
H 2.911 -1.723 2.592  0.001
H 1.373 -1.362 2.488  0.001
C -5.426 -5.282 3.409  0.025
C -5.557 -4.637 1.969  0.005
C -4.171 -4.527 1.289  0.024
O -3.396 -3.559 1.989  0.035
C -2.156 -3.364 1.263  0.032
N -6.533 -5.503 1.222  0.004
H -4.803 -4.690 4.079  0.007
H -4.996 -6.279 3.308  0.007
H -6.361 -5.401 3.956  0.002
H -5.930 -3.617 2.053  0.001
H -4.332 -4.272 0.241  0.002
H -3.640 -5.478 1.329  0.022
H -1.534 -4.257 1.204  0.038
H -1.505 -2.577 1.645  0.002
H -2.407 -3.178 0.219  0.002
H -6.614 -5.090 0.304  0.003
H -7.459 -5.472 1.623  0.001
C 1.533 4.429 -1.816  0.000
C 2.619 3.360 -1.638  0.000
C 3.449 3.459 -0.334  0.000
O 4.498 2.450 -0.277  0.000
C 5.684 2.916 -0.858  0.001
N 1.924 2.099 -1.557  0.000
H 0.859 4.034 -2.576  0.000
H 1.923 5.390 -2.150  0.000
H 1.035 4.493 -0.849  0.000
H 3.322 3.518 -2.456  0.000
H 2.894 3.237 0.577  0.000
H 3.909 4.442 -0.226  0.000
H 5.467 3.629 -1.654  0.000
H 6.238 2.025 -1.154  0.000
H 6.200 3.539 -0.127  0.000
H 1.391 2.010 -0.703  0.000
H 2.662 1.450 -1.324  0.000
C 0.238 1.556 -6.895  0.002
C 0.491 1.557 -5.317  0.001
C 0.500 0.158 -4.717  0.001
O -0.771 -0.432 -4.956  0.003
C -0.740 -1.853 -4.789  0.006
N 1.676 2.329 -4.908  0.000
H 0.934 0.908 -7.426  0.001
H 0.253 2.582 -7.265  0.000
H -0.742 1.102 -7.039  0.000
H -0.332 2.077 -4.827  0.000
H 0.648 0.059 -3.642  0.000
H 1.319 -0.409 -5.159  0.001
H -1.769 -2.211 -4.811  0.002
H -0.393 -2.099 -3.786  0.001
H -0.069 -2.376 -5.471  0.001
H 2.469 1.789 -5.223  0.001
H 1.649 2.222 -3.904  0.000
C -7.181 0.253 -2.376  0.003
C -6.958 -1.120 -1.750  0.003
C -7.138 -1.143 -0.221  0.003
O -6.242 -0.274 0.424  0.004
C -4.890 -0.672 0.581  0.004
N -8.054 -1.949 -2.350  0.003
H -6.589 0.395 -3.280  0.001
H -6.892 0.977 -1.614  0.000
H -8.238 0.460 -2.547  0.000
H -5.982 -1.472 -2.084  0.001
H -6.987 -2.150 0.166  0.001
H -8.150 -0.812 0.012  0.001
H -4.942 -1.355 1.430  0.002
H -4.262 0.161 0.895  0.002
H -4.382 -1.092 -0.287  0.002
H -7.955 -1.972 -3.355  0.002
H -8.919 -1.434 -2.269  0.000
C 8.347 -3.043 -1.563  0.003
C 7.327 -2.112 -2.107  0.001
C 6.319 -1.491 -1.122  0.002
O 5.138 -1.210 -1.774  0.001
C 4.194 -0.765 -0.789  0.002
N 8.026 -1.060 -2.889  0.001
H 8.926 -2.527 -0.797  0.000
H 9.086 -3.356 -2.301  0.000
H 7.918 -3.919 -1.076  0.001
H 6.746 -2.767 -2.757  0.000
H 6.667 -0.579 -0.636  0.000
H 6.186 -2.230 -0.333  0.002
H 4.518 0.062 -0.157  0.000
H 3.954 -1.598 -0.128  0.001
H 3.251 -0.429 -1.219  0.000
H 8.550 -1.521 -3.619  0.000
H 7.391 -0.468 -3.403  0.001
C -6.366 4.255 -2.858  0.001
C -4.872 4.218 -2.473  0.001
C -4.038 3.132 -3.176  0.000
O -4.077 1.913 -2.418  0.000
C -3.510 0.832 -3.146  0.002
N -4.395 5.582 -2.734  0.000
H -6.877 4.988 -2.233  0.001
H -6.841 3.274 -2.862  0.000
H -6.342 4.581 -3.897  0.000
H -4.809 4.158 -1.387  0.001
H -2.995 3.418 -3.316  0.000
H -4.411 2.879 -4.169  0.000
H -4.248 0.426 -3.838  0.002
H -3.249 0.009 -2.480  0.001
H -2.636 1.028 -3.766  0.000
H -3.574 5.678 -2.154  0.000
H -5.109 6.172 -2.331  0.000
C 2.803 -6.095 -7.008  0.004
C 2.793 -4.577 -6.889  0.004
C 3.750 -4.031 -5.813  0.002
O 3.289 -4.447 -4.525  0.000
C 3.446 -3.533 -3.441  0.002
N 3.162 -4.107 -8.249  0.001
H 2.592 -6.573 -6.051  0.000
H 3.807 -6.446 -7.243  0.000
H 2.073 -6.361 -7.773  0.002
H 1.780 -4.244 -6.661  0.002
H 3.647 -2.947 -5.766  0.001
H 4.782 -4.289 -6.052  0.000
H 3.336 -4.002 -2.463  0.001
H 2.798 -2.661 -3.527  0.001
H 4.505 -3.288 -3.521  0.000
H 2.782 -3.174 -8.324  0.002
H 2.507 -4.649 -8.795  0.001
C 3.147 -7.667 -3.374  0.002
C 3.173 -8.193 -1.934  0.006
C 3.386 -7.049 -0.895  0.022
O 4.579 -6.382 -1.065  0.007
C 4.921 -5.407 -0.077  0.012
N 1.951 -8.863 -1.682  0.006
H 4.055 -7.099 -3.572  0.000
H 2.268 -7.117 -3.710  0.001
H 3.132 -8.479 -4.101  0.001
H 3.994 -8.885 -1.747  0.001
H 3.294 -7.435 0.120  0.019
H 2.598 -6.300 -0.972  0.006
H 5.973 -5.122 -0.089  0.002
H 4.758 -5.775 0.937  0.004
H 4.195 -4.595 -0.101  0.003
H 1.271 -8.120 -1.755  0.002
H 1.860 -9.280 -0.767  0.016
C -6.518 9.106 -2.066  0.001
O -5.117 9.390 -1.683  0.001
C -4.464 10.253 -2.544  0.000
C -2.921 10.244 -2.268  0.000
N -2.464 8.822 -2.377  0.000
C -1.244 8.593 -1.640  0.000
C -1.015 6.999 -1.452  0.000
O -2.116 6.302 -0.866  0.002
C -1.877 4.964 -0.519  0.001
H -7.030 10.066 -2.139  0.000
H -7.091 8.462 -1.400  0.000
H -6.460 8.665 -3.061  0.000
H -4.868 11.264 -2.484  0.000
H -4.624 9.956 -3.580  0.000
H -2.729 10.691 -1.293  0.000
H -2.362 10.787 -3.030  0.000
H -3.173 8.260 -1.929  0.000
H -1.379 8.978 -0.629  0.000
H -0.363 9.111 -2.020  0.000
H -0.108 6.862 -0.863  0.000
H -0.838 6.617 -2.457  0.000
H -1.098 4.976 0.244  0.000
H -1.514 4.424 -1.393  0.000
H -2.795 4.568 -0.086  0.001
C -6.247 3.183 7.311  0.003
O -5.394 2.394 6.411  0.003
C -4.246 1.812 7.072  0.009
C -3.169 1.426 5.974  0.011
N -2.585 2.618 5.389  0.002
C -1.667 2.277 4.392  0.003
C -0.923 3.564 3.929  0.003
O 0.140 3.251 2.981  0.001
C 0.993 4.391 2.743  0.001
H -7.187 3.478 6.846  0.000
H -5.686 4.063 7.626  0.000
H -6.420 2.601 8.216  0.000
H -4.545 0.955 7.675  0.003
H -3.730 2.524 7.716  0.001
H -3.608 0.864 5.150  0.004
H -2.468 0.862 6.589  0.005
H -3.375 3.128 5.021  0.001
H -2.131 1.744 3.562  0.001
H -0.918 1.574 4.756  0.001
H -0.380 4.006 4.765  0.001
H -1.566 4.321 3.481  0.001
H 1.300 4.419 1.698  0.000
H 1.879 4.308 3.372  0.000
H 0.618 5.377 3.016  0.001
C 6.861 3.160 11.103  0.000
O 6.043 3.142 9.890  0.000
C 4.711 2.696 10.046  0.001
C 3.743 3.218 8.998  0.002
N 3.821 2.460 7.733  0.000
C 2.891 2.868 6.648  0.002
C 3.181 2.193 5.298  0.001
O 4.038 3.030 4.479  0.000
C 4.495 2.378 3.335  0.001
H 6.563 4.054 11.650  0.000
H 7.924 3.249 10.878  0.000
H 6.648 2.363 11.816  0.000
H 4.366 3.044 11.020  0.000
H 4.652 1.611 10.119  0.000
H 3.992 4.236 8.698  0.000
H 2.757 3.251 9.461  0.001
H 4.774 2.385 7.407  0.000
H 2.945 3.941 6.464  0.000
H 1.883 2.551 6.917  0.002
H 2.220 2.003 4.819  0.000
H 3.682 1.232 5.409  0.000
H 3.662 2.079 2.700  0.000
H 5.105 1.501 3.552  0.001
H 4.949 3.180 2.752  0.000

Summary:
LUMO energy (spin up / spin down): 1.900 / 1.855 eV
HOMO (spin up / spin down): 0.63 / -6.59 eV
2S+1: 2
charge: -1
Kohn-Sham gap (spin up / spin down): 0.047 / 0.310 Eh
maximum force: 0.056 Eh/bohr

---

C62H37AsI4N4V | ωB97M-V/def2-TZVPD

Last column: Löwdin spin population.
Cartesian coordinates (Å):
V -0.244 -0.944 -0.171  2.464
I -9.266 -4.681 0.342  0.000
C -7.373 -3.766 0.221  0.000
C -6.317 -4.461 -0.346  0.000
C -5.074 -3.853 -0.423  0.000
C -4.873 -2.563 0.066  -0.001
C -5.949 -1.883 0.623  0.000
C -7.200 -2.480 0.701  0.000
C -3.499 -1.988 0.003  0.009
C -2.748 -1.980 1.181  0.034
C -3.261 -2.333 2.479  0.017
C -2.244 -2.176 3.361  0.021
C -1.090 -1.785 2.598  0.029
C 0.194 -1.671 3.125  0.014
C 0.367 -1.692 4.604  0.000
C 0.346 -2.868 5.344  0.000
C 0.500 -2.838 6.723  0.000
C 0.679 -1.621 7.359  0.000
I 0.920 -1.572 9.450  0.000
C 0.710 -0.437 6.640  0.000
C 0.553 -0.478 5.263  0.000
C 1.337 -1.552 2.336  0.030
N 1.346 -1.286 0.991  0.000
C 2.669 -1.277 0.620  0.034
C 3.159 -0.827 -0.606  0.000
C 4.631 -0.852 -0.814  -0.001
C 5.385 0.315 -0.871  -0.001
C 6.752 0.264 -1.102  0.000
C 7.364 -0.966 -1.277  0.000
I 9.433 -1.047 -1.676  0.000
C 6.638 -2.144 -1.204  0.000
C 5.273 -2.079 -0.970  -0.001
C 2.355 -0.378 -1.655  0.034
C 2.852 0.153 -2.897  0.023
C 1.780 0.335 -3.703  0.023
C 0.623 -0.094 -2.964  0.034
N 0.985 -0.478 -1.697  -0.003
C -0.643 -0.263 -3.522  0.003
C -1.734 -0.771 -2.818  0.034
C -3.006 -1.071 -3.420  0.020
C -3.796 -1.571 -2.441  0.022
C -3.014 -1.573 -1.234  0.032
N -1.760 -1.067 -1.477  0.001
C -0.802 -0.025 -4.986  -0.001
C -0.735 -1.096 -5.874  0.000
C -0.884 -0.904 -7.239  0.000
C -1.102 0.377 -7.721  0.000
I -1.328 0.684 -9.793  0.000
C -1.168 1.458 -6.859  0.000
C -1.016 1.250 -5.496  -0.001
C 3.500 -1.592 1.750  0.018
C 2.678 -1.737 2.818  0.022
N -1.420 -1.643 1.273  0.006
H -6.451 -5.469 -0.716  0.000
H -4.240 -4.386 -0.864  0.000
H -5.815 -0.876 0.999  0.000
H -8.031 -1.942 1.137  0.000
H -4.271 -2.648 2.679  0.001
H -2.250 -2.353 4.424  0.001
H 0.216 -3.817 4.837  0.000
H 0.485 -3.756 7.293  0.000
H 0.852 0.510 7.143  0.000
H 0.566 0.441 4.688  0.000
H 4.898 1.272 -0.719  0.000
H 7.332 1.176 -1.140  0.000
H 7.125 -3.100 -1.333  0.000
H 4.692 -2.991 -0.907  0.000
H 3.887 0.343 -3.123  0.001
H 1.756 0.709 -4.714  0.001
H -3.241 -0.927 -4.462  0.001
H -4.819 -1.904 -2.518  0.001
H -0.564 -2.095 -5.491  0.000
H -0.827 -1.741 -7.922  0.000
H -1.338 2.455 -7.244  0.000
H -1.057 2.090 -4.819  0.000
H 4.576 -1.665 1.724  0.001
H 2.948 -1.969 3.836  0.001
C -1.982 3.470 4.151  0.000
C -2.308 2.162 3.831  0.000
C -1.781 1.574 2.688  0.001
C -0.933 2.296 1.857  0.005
C -0.624 3.617 2.172  0.000
C -1.143 4.200 3.316  0.000
As -0.086 1.389 0.337  0.054
C -0.237 2.759 -1.027  0.008
C -1.353 3.043 -1.795  0.000
C -1.316 4.108 -2.686  0.000
C -0.153 4.853 -2.827  -0.001
C 0.976 4.551 -2.080  0.000
C 0.942 3.504 -1.167  0.000
C 2.031 3.117 -0.250  0.000
C 3.281 3.717 -0.148  0.001
C 4.162 3.317 0.847  -0.001
C 3.805 2.327 1.754  0.001
C 2.569 1.705 1.644  0.000
C 1.702 2.082 0.635  0.010
H -2.381 3.923 5.050  0.000
H -2.977 1.600 4.471  0.000
H -2.023 0.547 2.439  0.001
H 0.022 4.193 1.519  0.000
H -0.882 5.221 3.562  0.000
H -2.247 2.438 -1.688  0.000
H -2.192 4.363 -3.270  0.000
H -0.127 5.685 -3.519  0.000
H 1.873 5.147 -2.196  0.000
H 3.574 4.506 -0.831  0.000
H 5.134 3.789 0.920  0.000
H 4.486 2.043 2.546  0.000
H 2.280 0.925 2.338  0.000

Summary:
LUMO energy (spin up / spin down): -0.906 / -1.340 eV
HOMO (spin up / spin down): -6.97 / -7.01 eV
2S+1: 4
Kohn-Sham gap (spin up / spin down): 0.223 / 0.208 Eh
maximum force: 0.039 Eh/bohr
energy above the lowest of the compared OMol25 structures with the same formula, charge and spin: 0.000 eV

---

C62H39I4MgN4OP | ωB97M-V/def2-TZVPD

Last column: Löwdin charge in e.
Cartesian coordinates (Å):
Mg -0.931 0.022 0.063  0.616
I -4.846 6.306 6.936  0.745
C -3.851 4.956 5.530  -0.652
C -2.713 4.253 5.888  -0.130
C -2.147 3.355 4.971  -0.049
C -2.554 3.252 3.645  -0.164
C -3.663 4.042 3.316  -0.041
C -4.279 4.884 4.223  -0.151
C -1.945 2.301 2.628  -0.021
C -1.676 0.939 3.012  -0.219
C -1.913 0.390 4.338  -0.004
C -1.715 -0.963 4.237  -0.026
C -1.330 -1.242 2.871  -0.216
C -1.112 -2.556 2.279  -0.011
C -0.488 -3.655 3.065  -0.145
C -0.473 -4.989 2.616  -0.040
C 0.061 -6.034 3.356  -0.159
C 0.801 -5.747 4.490  -0.684
I 2.129 -7.245 5.297  0.767
C 0.777 -4.447 5.000  -0.137
C 0.131 -3.423 4.309  -0.029
C -1.680 -2.819 0.972  -0.218
N -1.628 -1.970 -0.098  0.075
C -2.122 -2.668 -1.187  -0.205
C -2.263 -2.180 -2.501  -0.045
C -2.881 -3.093 -3.502  -0.191
C -2.257 -4.284 -3.840  -0.046
C -2.735 -5.151 -4.823  -0.146
C -3.975 -4.942 -5.374  -0.663
I -4.967 -6.434 -6.607  0.759
C -4.666 -3.767 -5.059  -0.146
C -4.094 -2.848 -4.188  -0.027
C -1.984 -0.817 -2.807  -0.217
C -2.103 -0.285 -4.129  -0.007
C -1.755 1.042 -4.043  -0.014
C -1.353 1.307 -2.692  -0.240
N -1.570 0.182 -1.931  0.065
C -0.992 2.638 -2.232  -0.028
C -1.143 2.983 -0.850  -0.222
C -1.464 4.318 -0.393  -0.005
C -1.663 4.236 0.957  -0.011
C -1.681 2.806 1.318  -0.200
N -1.278 2.084 0.198  0.061
C -0.559 3.683 -3.262  -0.192
C 0.759 4.096 -3.326  -0.034
C 1.184 5.145 -4.149  -0.164
C 0.259 5.860 -4.894  -0.699
I 1.028 7.424 -6.112  0.810
C -1.099 5.475 -4.838  -0.119
C -1.471 4.393 -4.050  -0.044
C -2.590 -3.990 -0.740  0.013
C -2.405 -4.016 0.610  -0.039
N -1.303 -0.066 2.161  0.064
H -2.336 4.309 6.888  0.090
H -1.325 2.769 5.344  0.104
H -4.073 3.948 2.325  0.119
H -5.123 5.507 3.908  0.100
H -2.193 0.946 5.239  0.099
H -1.808 -1.716 5.016  0.108
H -0.856 -5.273 1.647  0.090
H -0.125 -7.080 3.047  0.109
H 1.278 -4.210 5.923  0.093
H 0.236 -2.414 4.701  0.107
H -1.343 -4.642 -3.330  0.134
H -2.161 -6.024 -5.081  0.095
H -5.664 -3.583 -5.481  0.100
H -4.623 -1.914 -3.994  0.124
H -2.431 -0.846 -4.998  0.110
H -1.782 1.779 -4.845  0.104
H -1.482 5.223 -1.011  0.117
H -1.879 5.073 1.624  0.109
H 1.526 3.625 -2.717  0.115
H 2.256 5.390 -4.214  0.095
H -1.849 5.986 -5.400  0.091
H -2.529 4.128 -4.006  0.127
H -3.019 -4.766 -1.363  0.109
H -2.709 -4.822 1.273  0.111
O 1.075 -0.310 0.106  -0.345
P 2.595 -0.230 -0.010  0.856
C 3.320 1.201 0.833  -0.265
C 4.446 1.841 0.348  -0.079
C 4.893 3.005 0.970  -0.064
C 4.199 3.547 2.041  -0.081
C 3.136 2.879 2.564  -0.083
C 2.664 1.729 1.962  -0.043
C 3.217 -0.165 -1.702  -0.268
C 4.449 -0.716 -2.088  -0.080
C 4.883 -0.547 -3.374  -0.081
C 4.114 0.131 -4.318  -0.081
C 2.912 0.681 -3.974  -0.056
C 2.444 0.482 -2.653  -0.046
C 3.398 -1.620 0.778  -0.267
C 2.721 -2.841 0.887  -0.050
C 3.292 -3.909 1.563  -0.062
C 4.559 -3.775 2.111  -0.059
C 5.263 -2.568 1.979  -0.063
C 4.696 -1.486 1.311  -0.071
H 5.044 1.458 -0.469  0.107
H 5.708 3.567 0.634  0.088
H 4.576 4.445 2.537  0.115
H 2.688 3.170 3.503  0.110
H 1.795 1.221 2.369  0.112
H 5.027 -1.348 -1.409  0.111
H 5.873 -0.856 -3.664  0.105
H 4.407 0.187 -5.369  0.113
H 2.313 1.213 -4.686  0.103
H 1.480 0.871 -2.345  0.091
H 1.751 -2.950 0.459  0.101
H 2.732 -4.827 1.702  0.106
H 5.021 -4.566 2.663  0.099
H 6.240 -2.480 2.368  0.091
H 5.267 -0.567 1.222  0.103

Summary:
LUMO energy (spin up / spin down): -1.349 / -1.298 eV
HOMO (spin up / spin down): -6.66 / -6.55 eV
Kohn-Sham gap (spin up / spin down): 0.195 / 0.193 Eh
maximum force: 0.035 Eh/bohr